C9H13FN2 | wB97M-V/def2-TZVPD

Geometry as XYZ:
```
25
Properties=species:S:1:pos:R:3
C 1.9816 1.5996 -0.3190
C 1.2638 0.4109 -0.9984
C 2.3793 -1.2713 0.1852
C 0.2788 -0.5984 0.8841
C -1.0829 -0.1784 0.5020
C -1.6373 1.0565 0.6684
C -3.5841 0.5634 -0.3665
C -3.2256 -0.8347 -0.3614
C -1.9598 -1.1502 -0.0218
H 3.3712 1.4941 -0.5695
H 1.6249 2.7025 -0.7901
H 1.7976 1.5539 1.0281
H 0.3662 0.8114 -1.5381
H 1.8288 0.0096 -1.7463
H 2.8386 -1.9245 -0.6479
H 2.3099 -2.0178 1.1975
H 3.1680 -0.3334 0.5317
H 0.3263 -1.5462 1.4385
H 0.6785 0.1411 1.7384
H -1.0210 1.9456 1.0081
H -4.5881 0.8129 -0.7771
H -3.8561 -1.6972 -0.7340
N 1.0671 -0.7391 -0.2255
N -2.8135 1.5757 0.1953
F -1.5122 -2.3860 -0.2818
```

Computed properties:
* ΔE to the lowest compared entry with this formula, charge and spin: 468.6 kJ/mol
* LUMO energy: 0.843 eV
* net charge: 0
* electronic energy: -559.93975 a.u.
* gap between HOMO and LUMO: 0.3553 Eh

C9H13FeNO | wB97M-V/def2-TZVPD

Geometry as XYZ:
```
25
Properties=species:S:1:pos:R:3
C -0.6571 0.5262 -2.0385
C 0.7324 0.7378 -1.8325
C 0.9295 1.4891 -0.6362
C -0.3806 1.8121 -0.1060
C -1.3708 1.2662 -1.0357
Fe -0.2835 -0.1540 -0.1596
N -1.8245 0.0652 1.0620
C -0.0805 -2.0407 -0.8227
C 1.2862 -1.7762 -0.8652
H 1.8846 1.8664 -0.2686
H 1.5376 0.4318 -2.4991
H -0.5590 2.4300 0.7599
H -2.4411 1.3532 -0.9795
H -1.1051 0.0121 -2.8826
H 1.8754 -1.4994 -1.7912
H -0.5087 -2.5907 0.0337
H -2.3971 -0.8280 1.1416
H 1.9526 -2.0709 -0.0049
H -0.8279 -1.8541 -1.6154
C 0.0182 0.2443 2.6603
C 0.9422 -0.1002 1.5785
O 2.1220 -0.2905 1.6203
H -1.0917 0.0770 2.2492
H 0.0968 1.3136 2.9114
H 0.1503 -0.4204 3.5208
```

Computed properties:
* 2S+1: 6
* ΔE to the lowest compared entry with this formula, charge and spin: 546.8 kJ/mol
* LUMO energy (spin up / spin down): 3.571 / 3.504 eV
* net charge: -1
* electronic energy: -1744.15163 a.u.
* gap between HOMO and LUMO (spin up / spin down): 0.1656 / 0.2318 Eh
* ⟨S²⟩: 8.837

C9H13LaN4OS | wB97M-V/def2-TZVPD

Geometry as XYZ:
```
29
Properties=species:S:1:pos:R:3
La 1.0122 -0.2964 -0.1830
N 0.0554 -4.2044 -2.1092
C 0.2068 -3.0464 -1.4420
S 0.4999 -3.0767 0.2848
N 0.2736 -1.9473 -2.2218
N -0.4993 -0.8486 -1.8328
C -0.3381 0.2388 -2.6269
C -0.2499 1.5388 -2.0421
C 0.3556 2.6857 -2.6350
C 0.5188 3.8569 -1.8705
C 0.2071 3.8595 -0.5570
C -0.3107 2.6588 0.0532
N -0.4043 1.5583 -0.6651
H 0.1570 -5.0845 -1.6451
H 0.1461 -4.0362 -3.1144
H -0.2044 0.1253 -3.7142
H 0.5269 2.8037 -3.6943
H 0.7687 4.8663 -2.3955
H 0.2086 4.7244 0.0554
H -0.5581 2.6980 1.0832
C -0.3140 -1.6625 4.0422
C -0.1946 -0.2445 3.4806
O -0.2341 -0.3190 1.9876
H -0.2834 -1.6857 5.1280
H 0.5598 -2.2665 3.6989
H -1.1900 -2.2381 3.7325
H 0.7517 0.2202 3.6571
H -1.0432 0.4148 3.8106
H -0.4240 -1.2927 1.7349
```

Computed properties:
* LUMO energy (spin up / spin down): -8.481 / -8.481 eV
* net charge: +2
* electronic energy: -1074.19857 a.u.
* gap between HOMO and LUMO (spin up / spin down): 0.2485 / 0.2484 Eh

C9H13N2O | wB97M-V/def2-TZVPD

Geometry as XYZ:
```
25
Properties=species:S:1:pos:R:3
C 3.9826 -0.2630 -0.0579
C 4.0863 1.1434 0.0275
C 2.7186 -0.9559 0.0558
C 2.9050 1.8280 0.1881
C 1.7233 -0.0552 0.2716
C -0.6708 -0.8690 0.5628
C -2.2019 1.2906 0.8787
C -2.5084 -0.4563 -0.9167
C -1.5177 0.2086 0.0505
N 1.7581 1.2234 0.2639
N -0.6340 0.9673 -0.9803
O -0.9272 2.0939 -1.2508
H 4.8513 -0.8607 -0.2059
H 4.9745 1.7255 -0.1861
H 2.7975 -2.1024 0.1076
H 2.7571 2.8737 0.1156
H -0.5848 -1.7589 -0.0166
H 0.6001 -0.5390 0.5845
H -0.7085 -1.3887 1.4935
H -3.1134 1.6510 0.3734
H -1.6013 2.1573 1.0199
H -2.4393 0.9456 1.9224
H -3.2093 -1.1566 -0.4572
H -3.2182 0.3004 -1.3851
H -1.9447 -1.0092 -1.7164
```

Computed properties:
* ΔE to the lowest compared entry with this formula, charge and spin: 718.5 kJ/mol
* LUMO energy (spin up / spin down): -5.924 / -5.924 eV
* net charge: +1
* electronic energy: -535.01332 a.u.
* gap between HOMO and LUMO (spin up / spin down): 0.2524 / 0.2524 Eh